1.
One molecule with the formula C9H15BO2. Source: the OMol25 dataset; level of theory: ωB97M-V/def2-TZVPD.

## Properties
**Frontier orbital gap**: 10.8 eV
**ΔE to the lowest compared entry with this formula, charge and spin**: 0.0 kJ/mol
**Structure (SMILES)**: CB1O[C@@H]2C[C@H]3C[C@H](C3)[C@]2(C)O1

Structure (XYZ):
```
27
C9H15BO2, DFT ωB97M-V/def2-TZVPD
B 0.8198 1.7923 0.7157
C -1.8802 -0.0801 -0.2214
C -1.1133 -2.0230 -0.6492
C -0.0734 -0.1521 -1.9363
C -1.3908 -0.7755 -1.4982
C -0.9820 -1.0635 0.5441
C 0.9136 0.0430 -0.7618
C 0.4297 -0.5141 0.6026
C 0.8773 3.2897 1.2292
C 1.4209 -1.4561 1.2580
O 1.1502 1.4257 -0.5602
O 0.3928 0.7642 1.4855
H -1.6448 0.9760 -0.1170
H -2.9364 -0.2442 -0.0219
H -1.9879 -2.6639 -0.5525
H -0.2460 -2.6209 -0.9213
H 0.3891 -0.7732 -2.7059
H -0.2618 0.8330 -2.3695
H -2.0807 -0.8723 -2.3381
H -1.3087 -1.4082 1.5249
H 1.8805 -0.4108 -1.0202
H 0.6829 3.3447 2.2966
H 0.1228 3.8841 0.7197
H 1.8364 3.7590 1.0303
H 2.3897 -0.9710 1.3425
H 1.5232 -2.3640 0.6684
H 1.0772 -1.7186 2.2560
```

Now the Mulliken charges, all in e:
1. B 0.976
2. C -1.097
3. C -1.103
4. C -1.175
5. C 0.098
6. C -0.253
7. C -0.066
8. C 1.049
9. C -0.956
10. C -1.704
11. O -0.654
12. O -0.746
13. H 0.296
14. H 0.377
15. H 0.346
16. H 0.367
17. H 0.351
18. H 0.389
19. H 0.479
20. H 0.647
21. H 0.339
22. H 0.243
23. H 0.326
24. H 0.308
25. H 0.431
26. H 0.338
27. H 0.394

2.
A 2-piece molecular cluster, C9H15BrF2O overall. Source: the OMol25 dataset; level of theory: ωB97M-V/def2-TZVPD.

## Properties
**Frontier orbital gap (spin up / spin down)**: 8.3 / 5.2 eV

Structure (XYZ):
```
28
C9H15BrF2O, DFT ωB97M-V/def2-TZVPD
C 1.1281 -1.7182 -0.9953
C 1.3749 -0.2687 -1.4400
C 0.9728 -1.8203 0.5343
C 0.2211 0.6944 -1.0580
C -0.0167 -0.7843 1.0843
C 0.0315 0.5717 0.4443
C 0.4458 2.1461 -1.6247
C 0.2241 -0.5236 2.5906
C -3.0417 0.6502 0.1801
O -0.1278 1.6547 1.2413
F -3.7299 1.5708 -0.5639
F -3.6171 0.3597 1.3857
Br -2.8578 -1.0180 -0.8439
H 0.1792 -1.9529 -1.7195
H 1.9346 -2.4529 -1.4800
H 2.3600 0.2263 -1.0844
H 1.5668 -0.3005 -2.5385
H 0.7790 -2.8086 1.0119
H 2.0356 -1.5909 0.8554
H -0.6609 0.1295 -1.4188
H -1.0090 -1.1682 0.9656
H 0.8781 2.0872 -2.5206
H 1.1888 2.6083 -0.9589
H -0.4572 2.6744 -1.6594
H -0.0799 -1.4340 3.2807
H -0.5070 0.3159 2.9432
H 1.2839 -0.2099 2.6906
H -0.4993 2.3617 0.6982
```

Now the Mulliken charges, all in e:
1. C -0.439
2. C -1.077
3. C -0.928
4. C 1.307
5. C 0.745
6. C -0.045
7. C -2.010
8. C -1.457
9. C 0.280
10. O -0.510
11. F -0.222
12. F -0.207
13. Br -0.201
14. H 0.174
15. H 0.320
16. H 0.319
17. H 0.368
18. H 0.394
19. H 0.270
20. H -0.050
21. H 0.051
22. H 0.557
23. H 0.423
24. H 0.467
25. H 0.343
26. H 0.306
27. H 0.362
28. H 0.460

3.
A 2-piece molecular cluster, C9H15BrNO overall. Source: the OMol25 dataset; level of theory: ωB97M-V/def2-TZVPD.

## Properties
**Net charge**: +1
**Frontier orbital gap (spin up / spin down)**: 7.1 / 7.4 eV

Structure (XYZ):
```
27
C9H15BrNO, DFT ωB97M-V/def2-TZVPD
C 0.5008 -0.8023 0.6596
C -1.3769 0.3081 0.6219
C 0.9936 -2.4495 -0.8055
C 0.8458 0.5618 0.2367
C -2.8296 0.4809 0.6826
C 0.1013 -3.5601 -0.9992
C 1.6309 1.0867 1.5172
C 1.5699 0.6279 -1.0775
C -0.7618 2.5258 -0.1971
N -0.5445 1.2078 0.2597
O -0.8170 -0.8556 0.9626
Br 2.8158 -2.8110 -1.0255
H -3.0740 -0.1790 -0.1997
H -3.2192 1.4787 0.5162
H -3.1288 0.0420 1.6296
H -0.4139 -3.3926 -1.9506
H 0.4563 -4.6151 -1.1093
H -0.7198 -3.4559 -0.2205
H 2.4421 0.4278 1.6669
H 1.0254 0.8029 2.4247
H 1.8252 2.1690 1.4446
H 2.1688 -0.3224 -1.1862
H 2.2447 1.5399 -1.1740
H 0.7723 0.7287 -1.8763
H -1.2371 3.1100 0.6990
H -1.5194 2.4439 -0.9880
H 0.2491 2.9016 -0.5118
```

Now the Mulliken charges, all in e:
1. C -0.739
2. C 0.648
3. C 0.304
4. C 1.384
5. C -1.156
6. C -1.048
7. C -1.257
8. C -0.965
9. C -0.943
10. N 0.179
11. O -0.223
12. Br -0.053
13. H 0.314
14. H 0.355
15. H 0.349
16. H 0.306
17. H 0.393
18. H 0.259
19. H 0.487
20. H 0.361
21. H 0.311
22. H -0.105
23. H 0.381
24. H 0.381
25. H 0.311
26. H 0.387
27. H 0.378

4.
C9H15Cl3N3O3RhTe4 as an isolated structure. Source: the OMol25 dataset; level of theory: ωB97M-V/def2-TZVPD.

## Properties
**2S+1**: 5
**Frontier orbital gap (spin up / spin down)**: 6.0 / 5.5 eV
**ΔE to the lowest compared entry with this formula, charge and spin**: 14.0 kJ/mol
**⟨S²⟩**: 6.021

Structure (XYZ):
```
38
C9H15Cl3N3O3RhTe4, DFT ωB97M-V/def2-TZVPD
Rh -1.6627 -0.0873 -0.3899
Te -3.8491 -1.7986 -0.5409
Te -3.5460 -3.1949 1.6754
Te -3.6629 -0.9256 3.3133
Te -3.8420 0.6937 1.2622
Cl -4.5123 3.2926 -2.2712
C -2.9016 2.9363 -2.9466
Cl -1.8850 4.3781 -2.8323
Cl -3.0461 2.4641 -4.6380
C -2.3511 1.7691 -2.0755
O -1.6981 2.0787 -1.0546
O -2.6518 0.6163 -2.4181
C 2.6070 -2.0097 0.2612
N 1.2660 -2.0775 0.8218
C 0.3953 -3.0760 0.2219
C 0.6809 -0.9966 1.4002
O -0.5485 -0.8014 1.3296
N 1.4656 -0.1281 2.0939
C 2.6040 -0.5761 2.8827
C 0.8372 1.1125 2.5276
H 2.5498 -2.2009 -0.8125
H 3.2695 -2.7547 0.7079
H 3.0321 -1.0198 0.3998
H 0.8821 -4.0509 0.2553
H 0.1815 -2.8222 -0.8208
H -0.5383 -3.1304 0.7767
H 2.7585 -1.6433 2.7558
H 2.4041 -0.3857 3.9395
H 3.5165 -0.0477 2.5994
H 0.2492 1.5282 1.7123
H 1.6276 1.8158 2.7878
H 0.1825 0.9640 3.3894
C 1.1512 2.0760 -2.9801
C 0.8333 0.8845 -2.2209
N 0.5273 -0.0323 -1.6016
H 0.6003 2.9215 -2.5671
H 0.8562 1.9415 -4.0196
H 2.2180 2.2868 -2.9244
```

Now the Mulliken charges, all in e:
1. Rh 0.964
2. Te -0.039
3. Te -0.235
4. Te -0.140
5. Te -0.008
6. Cl -0.132
7. C 0.767
8. Cl -0.140
9. Cl -0.128
10. C 0.266
11. O -0.618
12. O -0.598
13. C -1.282
14. N 0.232
15. C -0.749
16. C 0.276
17. O -0.427
18. N 0.164
19. C -1.161
20. C -0.794
21. H 0.408
22. H 0.341
23. H 0.422
24. H 0.343
25. H 0.307
26. H 0.048
27. H 0.394
28. H 0.396
29. H 0.314
30. H 0.128
31. H 0.376
32. H 0.307
33. C -0.987
34. C 0.548
35. N -0.418
36. H 0.190
37. H 0.317
38. H 0.348

5.
A 3-piece molecular cluster, C9H15IS overall. Source: the OMol25 dataset; level of theory: ωB97M-V/def2-TZVPD.

## Properties
**Frontier orbital gap**: 8.0 eV
**ΔE to the lowest compared entry with this formula, charge and spin**: 160.6 kJ/mol
**Structure (SMILES)**: C[C@H]1C=CC(=S)C1.C=CC.I

Structure (XYZ):
```
26
C9H15IS, DFT ωB97M-V/def2-TZVPD
C 2.5420 0.0945 -0.8594
C 2.4066 1.1013 -0.0345
C 3.2049 -0.9776 -0.1511
C -0.6529 -1.9432 0.4462
C 3.7422 -0.5040 1.1862
C 3.1199 0.8945 1.2867
C 4.0408 2.0421 1.6533
C -2.4100 -2.7458 1.8852
C -1.7245 -2.6547 0.6271
S 3.1987 -2.5986 -0.4852
I -3.5216 1.8807 -0.4296
H 2.3479 0.2577 -1.9322
H 1.9014 1.9253 -0.3346
H 0.0573 -1.8116 -0.4462
H -0.1528 -1.5845 1.2916
H 3.5720 -1.2632 1.9000
H 4.8321 -0.5512 1.1783
H 2.2683 0.8240 2.0101
H 3.5452 2.9160 1.9314
H 4.7216 2.2241 0.7664
H 4.6007 1.9366 2.5300
H -1.6234 -2.9118 2.7337
H -3.1191 -3.5886 1.8478
H -3.0362 -1.8341 2.1069
H -2.3384 -3.0116 -0.2445
H -3.9216 0.3809 -0.3793
```

Now the Mulliken charges, all in e:
1. C -0.562
2. C -0.789
3. C 0.325
4. C -0.661
5. C -1.075
6. C 0.828
7. C -1.679
8. C -0.905
9. C 0.197
10. S -0.233
11. I -0.087
12. H 0.392
13. H 0.615
14. H 0.099
15. H 0.239
16. H 0.376
17. H 0.363
18. H 0.237
19. H 0.440
20. H 0.343
21. H 0.424
22. H 0.261
23. H 0.310
24. H 0.192
25. H 0.268
26. H 0.082

6.
An isolated ion of composition C9H15N2 and charge +1. Source: the OMol25 dataset; level of theory: ωB97M-V/def2-TZVPD.

## Properties
**Net charge**: +1
**Frontier orbital gap**: 6.4 eV
**ΔE to the lowest compared entry with this formula, charge and spin**: 730.3 kJ/mol

Structure (XYZ):
```
26
C9H15N2, DFT ωB97M-V/def2-TZVPD
C -0.4223 -2.2925 -1.4726
C -1.4734 -2.6598 -2.0923
C 0.2408 -2.7271 0.8976
C -0.3046 -1.3670 1.4595
C -1.1422 0.9827 -0.4745
C 0.6350 -2.2025 -0.5469
C 0.4464 -0.8277 0.1352
C -0.0062 3.4068 0.4968
C 0.8558 2.2314 0.2309
N 0.1450 1.4607 -0.7387
N -0.1283 0.0920 -0.7887
H -1.8896 -3.6532 -2.0287
H -1.7820 -2.0353 -2.8757
H 1.2041 -2.9920 1.3360
H -0.4026 -3.5913 0.9524
H -1.3931 -1.2661 1.4654
H 0.1600 -1.1505 2.3803
H -1.5757 0.9779 0.5549
H -1.8957 1.1957 -1.1359
H 1.6341 -2.3246 -1.0378
H 1.4308 -0.5044 0.4585
H 0.5222 4.3783 0.7371
H -0.4990 3.5261 -0.4183
H -0.8250 3.2796 1.2369
H 1.6729 2.7878 -0.3118
H 1.0108 1.7066 1.2419
```

Now the Mulliken charges, all in e:
1. C 0.082
2. C -0.609
3. C -0.682
4. C -0.751
5. C -0.473
6. C 0.048
7. C 0.216
8. C -1.363
9. C 0.042
10. N -0.465
11. N -0.035
12. H 0.300
13. H 0.326
14. H 0.273
15. H 0.401
16. H 0.374
17. H 0.312
18. H 0.264
19. H 0.346
20. H 0.398
21. H 0.444
22. H 0.334
23. H 0.418
24. H 0.312
25. H 0.298
26. H 0.190

7.
An isolated ion of composition C9H15N2 and charge +1. Source: the OMol25 dataset; level of theory: ωB97M-V/def2-TZVPD.

## Properties
**Net charge**: +1
**Frontier orbital gap**: 8.3 eV
**ΔE to the lowest compared entry with this formula, charge and spin**: 416.9 kJ/mol

Structure (XYZ):
```
26
C9H15N2, DFT ωB97M-V/def2-TZVPD
C 0.2385 -0.4883 0.3142
C 0.5204 -0.3920 -1.0074
C 2.7493 -0.3414 -0.8729
C 1.3865 -0.5387 1.2642
C -1.1848 -0.4519 0.9001
C -2.2984 -1.1633 0.1379
C -1.7204 1.6603 2.5201
C 1.9703 -0.0957 -3.0163
C -1.6284 0.9841 1.0610
N 1.6981 -0.3498 -1.6394
N 2.5485 -0.4945 0.5337
H -1.0439 -0.6502 2.0234
H -0.3807 -0.1750 -1.5973
H 3.7572 -0.3234 -1.2492
H -3.2903 -1.1953 0.6494
H -2.6205 -0.6967 -0.7893
H -2.1947 -2.2566 -0.0415
H -2.6292 2.1976 2.7568
H -1.4125 0.8859 3.3273
H -0.7805 2.3446 2.5845
H 3.0274 -0.0354 -3.0897
H 1.8762 -1.1412 -3.4602
H 1.3491 0.7681 -3.3437
H -0.7845 1.5622 0.6101
H -2.6062 1.1707 0.4924
H 3.4535 -0.7839 0.9317
```

Now the Mulliken charges, all in e:
1. C 0.192
2. C -0.199
3. C -0.048
4. C -0.671
5. C 0.808
6. C -1.829
7. C -0.965
8. C -0.861
9. C -0.688
10. N 0.152
11. N 0.014
12. H 0.324
13. H 0.350
14. H 0.370
15. H 0.430
16. H 0.409
17. H 0.373
18. H 0.308
19. H 0.265
20. H 0.256
21. H 0.324
22. H 0.371
23. H 0.343
24. H 0.245
25. H 0.446
26. H 0.281

8.
An isolated ion of composition C9H15N2O and charge +1. Source: the OMol25 dataset; level of theory: ωB97M-V/def2-TZVPD.

## Properties
**2S+1**: 3
**Net charge**: +1
**Frontier orbital gap (spin up / spin down)**: 5.4 / 6.8 eV
**ΔE to the lowest compared entry with this formula, charge and spin**: 390.9 kJ/mol
**⟨S²⟩**: 2.047

Structure (XYZ):
```
27
C9H15N2O, DFT ωB97M-V/def2-TZVPD
C -3.2364 0.3366 -0.0514
C -2.6223 -0.6140 -0.7676
C -2.3696 1.1518 0.6788
C -1.3388 -0.9490 -0.7090
C -1.0261 0.8817 0.8399
C -0.5199 -0.1728 0.0615
C 1.9508 -0.6851 2.0659
C 1.3948 0.3751 -1.3046
C 1.0223 -0.3461 -0.0205
N 1.2053 -1.9705 -0.4509
N 0.8527 1.7382 -1.2572
O 1.7351 0.1427 1.0006
H -4.2654 0.4989 -0.2312
H -3.2352 -1.2316 -1.3457
H -2.8462 1.8247 1.2921
H -1.0483 -1.8089 -1.2730
H -0.3092 1.3973 1.6362
H 1.2202 -1.4911 2.3834
H 1.9842 -0.0357 3.0042
H 3.0149 -1.0177 1.9031
H 0.9800 -0.1765 -2.1412
H 2.4534 0.4425 -1.4286
H 1.1395 -2.5658 0.4579
H 2.1062 -2.0153 -0.7275
H -0.0065 1.6839 -0.5109
H 0.3631 2.0285 -2.1508
H 1.4018 2.5783 -0.9535
```

Now the Mulliken charges, all in e:
1. C -0.718
2. C -0.444
3. C -0.636
4. C -0.638
5. C -0.237
6. C -0.004
7. C -0.803
8. C -1.295
9. C 1.251
10. N -0.694
11. N -0.145
12. O -0.345
13. H 0.472
14. H 0.418
15. H 0.466
16. H 0.540
17. H 0.321
18. H 0.336
19. H 0.279
20. H 0.319
21. H 0.482
22. H 0.436
23. H 0.308
24. H 0.262
25. H 0.232
26. H 0.430
27. H 0.408

| no. | E (eV) |
| --- | --- |
| 1 | -14350.124 |
| 2 | -87096.510 |
| 3 | -83143.701 |
| 4 | -89937.586 |
| 5 | -28509.078 |
| 6 | -12542.317 |
| 7 | -12545.566 |
| 8 | -14590.536 |